# 1
DFT (ωB97M-V/def2-TZVPD) results for C46H64N4O8P2SiTl as an isolated structure at a distorted geometry.

```
126
Properties=species:S:1:pos:R:3
Tl -1.50 1.25 -1.10
C -1.98 -0.92 1.43
Si -0.19 -1.56 1.54
C -0.32 -3.45 1.36
C -0.70 -4.48 2.20
C -0.88 -5.75 1.68
C -0.70 -6.00 0.33
C -0.32 -4.97 -0.53
C -0.13 -3.71 -0.01
P 0.50 -2.15 -0.70
C 2.31 -2.50 -1.00
C 2.58 -3.93 -1.44
C 4.04 -4.08 -1.87
C 4.97 -3.22 -1.01
C 4.38 -3.00 0.38
C 3.09 -2.18 0.28
C -0.27 -1.71 -2.34
C -0.51 -2.89 -3.28
C -0.83 -2.33 -4.67
C 0.42 -1.69 -5.29
C 1.36 -1.14 -4.21
C 0.54 -0.59 -3.04
C 0.54 -0.80 3.11
C 0.23 -1.47 4.30
C 0.43 -0.88 5.53
C 0.94 0.41 5.59
C 1.28 1.07 4.42
C 1.09 0.48 3.18
P 1.66 1.22 1.59
C 3.49 1.44 2.03
C 4.24 1.70 0.72
C 5.73 1.88 0.96
C 6.30 0.65 1.65
C 5.58 0.40 2.97
C 4.08 0.24 2.77
C 0.98 3.00 1.68
C 1.57 4.02 2.68
C 2.36 5.13 1.99
C 1.48 5.93 1.04
C 0.47 5.03 0.32
C 1.00 3.60 0.27
H -2.56 -1.40 2.22
H -2.05 0.15 1.59
H -2.47 -1.15 0.49
H -0.85 -4.31 3.25
H -1.17 -6.56 2.33
H -0.85 -6.99 -0.06
H -0.19 -5.18 -1.58
H 2.63 -1.82 -1.79
H 2.36 -4.61 -0.61
H 1.93 -4.22 -2.27
H 4.33 -5.13 -1.80
H 4.15 -3.79 -2.92
H 5.94 -3.70 -0.92
H 5.14 -2.25 -1.48
H 4.18 -3.97 0.83
H 5.10 -2.48 1.02
H 2.46 -2.39 1.16
H 3.31 -1.12 0.28
H -1.26 -1.31 -2.08
H 0.37 -3.54 -3.36
H -1.34 -3.49 -2.91
H -1.20 -3.13 -5.31
H -1.62 -1.59 -4.56
H 0.96 -2.43 -5.89
H 0.11 -0.89 -5.96
H 2.03 -1.93 -3.87
H 1.97 -0.34 -4.63
H 1.20 -0.09 -2.32
H -0.15 0.15 -3.44
H -0.19 -2.46 4.25
H 0.18 -1.41 6.43
H 1.09 0.89 6.54
H 1.68 2.07 4.50
H 3.60 2.32 2.67
H 4.08 0.86 0.03
H 3.83 2.59 0.23
H 6.24 2.06 0.01
H 5.89 2.76 1.59
H 6.17 -0.22 0.99
H 7.37 0.77 1.82
H 5.98 -0.49 3.45
H 5.77 1.25 3.64
H 3.89 -0.68 2.21
H 3.60 0.13 3.74
H -0.07 2.83 1.94
H 0.75 4.49 3.23
H 2.22 3.55 3.42
H 2.79 5.79 2.74
H 3.20 4.68 1.45
H 0.94 6.71 1.59
H 2.11 6.44 0.30
H -0.49 5.03 0.85
H 0.29 5.39 -0.69
H 0.39 2.99 -0.40
H 2.01 3.61 -0.14
C -3.56 1.19 -5.99
O -3.60 2.36 -5.16
C -2.88 2.34 -4.04
O -2.16 1.42 -3.69
N -3.03 3.50 -3.37
N -2.51 3.66 -2.08
H -4.37 1.32 -6.70
H -3.72 0.30 -5.38
H -2.60 1.12 -6.51
H -3.72 4.15 -3.73
H -3.24 3.62 -1.36
H -2.01 4.54 -2.02
O -3.83 2.03 -0.07
C -4.40 0.95 -0.36
O -3.88 0.02 -1.00
C -5.82 0.82 0.16
C -6.06 0.35 1.44
C -7.35 0.37 1.96
C -8.42 0.87 1.23
C -8.16 1.33 -0.05
C -6.88 1.31 -0.59
N -9.25 1.89 -0.84
O -8.98 2.26 -1.96
O -10.34 1.94 -0.32
N -7.58 -0.11 3.31
O -8.70 -0.03 3.74
O -6.63 -0.57 3.90
H -5.26 -0.04 2.06
H -9.41 0.91 1.65
H -6.74 1.68 -1.60
```

Properties
Orbital gap   8.68 eV
HOMO energy   -11.11 eV
Relative energy (zero: lowest compared OMol25 entry of this formula, charge and spin)   1.3553 eV
DFT total energy   -102221.7064 eV
Net charge   +1
Multiplicity   1

Atomic partial charges in e from the Löwdin method, atoms 1 to 5: atom 1 (Tl): 1.03, atom 2 (C): -0.19, atom 3 (Si): 0.70, atom 4 (C): -0.27, atom 5 (C): -0.06

=====

# 2
DFT (ωB97M-V/def2-TZVPD) results for one molecule with the formula C3H5BO2 at a distorted geometry.

```
11
Properties=species:S:1:pos:R:3
B -1.52 -0.25 0.00
C -0.34 -1.13 0.02
C 0.93 -0.65 0.02
C 1.25 0.80 0.00
O 0.25 1.67 0.01
O -2.72 0.17 -0.01
H -0.47 -2.21 0.02
H 1.78 -1.33 0.02
H 1.95 0.95 0.86
H 1.91 0.92 -0.90
H -3.03 1.07 -0.06
```

Properties
Orbital gap   8.01 eV
HOMO energy   -7.82 eV
Relative energy (zero: lowest compared OMol25 entry of this formula, charge and spin)   3.3532 eV
DFT total energy   -7961.3874 eV
Multiplicity   1

Atomic partial charges in e from the natural (NBO) method, atoms 1 to 5: atom 1 (B): 1.27, atom 2 (C): -0.84, atom 3 (C): 0.04, atom 4 (C): -0.11, atom 5 (O): -0.82

=====

# 3
DFT (ωB97M-V/def2-TZVPD) results for C43H44BLaO3P2 as an isolated structure at a distorted geometry.

```
94
Properties=species:S:1:pos:R:3
La 0.72 0.65 -0.46
P -0.17 0.76 -2.61
C -0.69 1.66 0.38
O -1.58 2.17 0.91
P 1.95 0.32 1.49
C -1.87 1.42 -2.68
C -0.31 -0.84 -3.49
C 0.77 1.83 -3.75
C 3.21 1.60 1.84
C 0.94 0.28 3.01
C 2.87 -1.26 1.57
C -2.20 2.59 -3.36
C -3.52 3.04 -3.38
C -4.52 2.31 -2.72
C -4.19 1.14 -2.04
C -2.87 0.69 -2.01
H -1.43 3.16 -3.88
H -3.78 3.96 -3.90
H -5.55 2.66 -2.73
H -4.96 0.57 -1.53
H -2.60 -0.22 -1.48
C 1.10 3.12 -3.33
C 1.79 3.98 -4.18
C 2.18 3.55 -5.45
C 1.86 2.26 -5.87
C 1.15 1.40 -5.03
H 0.82 3.45 -2.34
H 2.04 4.99 -3.85
H 2.73 4.22 -6.11
H 2.16 1.92 -6.86
H 0.91 0.40 -5.36
C -1.36 -1.04 -4.40
C -1.45 -2.24 -5.11
C -0.50 -3.24 -4.90
C 0.53 -3.05 -3.98
C 0.62 -1.85 -3.28
H -2.10 -0.26 -4.55
H -2.26 -2.39 -5.81
H -0.58 -4.18 -5.44
H 1.26 -3.83 -3.81
H 1.41 -1.70 -2.54
C 0.55 -0.98 3.49
C -0.23 -1.07 4.65
C -0.62 0.09 5.32
C -0.24 1.34 4.84
C 0.54 1.44 3.69
H 0.85 -1.88 2.96
H -0.53 -2.05 5.02
H -1.23 0.02 6.22
H -0.55 2.24 5.36
H 0.84 2.41 3.31
C 3.07 2.86 1.24
C 3.98 3.87 1.51
C 5.06 3.63 2.36
C 5.21 2.38 2.95
C 4.29 1.36 2.70
H 2.24 3.03 0.56
H 3.86 4.84 1.04
H 5.78 4.42 2.57
H 6.05 2.18 3.61
H 4.41 0.39 3.16
C 3.46 -1.67 2.77
C 4.21 -2.85 2.82
C 4.36 -3.62 1.66
C 3.77 -3.22 0.47
C 3.03 -2.04 0.42
H 3.34 -1.08 3.67
H 4.66 -3.17 3.75
H 4.94 -4.55 1.70
H 3.88 -3.82 -0.43
H 2.54 -1.73 -0.50
H 1.54 1.99 -0.75
H 2.02 -0.03 -1.21
C -2.77 -2.98 3.35
C -2.57 -2.44 1.93
C -3.08 -3.54 0.96
O -1.20 -2.20 1.62
B -1.31 -1.12 0.61
O -2.65 -0.51 0.62
C -3.28 -1.06 1.72
C -4.80 -1.16 1.46
C -3.10 -0.04 2.88
H -2.20 -3.92 3.50
H -3.85 -3.19 3.54
H -2.46 -2.27 4.13
H -2.48 -4.47 1.09
H -4.14 -3.80 1.16
H -2.99 -3.22 -0.10
H -5.32 -1.60 2.33
H -5.23 -0.15 1.26
H -5.02 -1.77 0.55
H -2.03 0.15 3.06
H -3.55 0.94 2.60
H -3.59 -0.37 3.81
```

Properties
Orbital gap (alpha / beta)   4.91 / 5.01 eV
HOMO energy (alpha / beta)   -13.30 / -13.31 eV
DFT total energy   -71528.1967 eV
Net charge   +2
Multiplicity   1

Atomic partial charges in e from the Löwdin method, atoms 1 to 5: atom 1 (La): 1.05, atom 2 (P): 0.90, atom 3 (C): -0.45, atom 4 (O): 0.19, atom 5 (P): 0.90

=====

# 4
DFT (ωB97M-V/def2-TZVPD) results for an isolated ion of composition C5H8NO and charge +1 at a distorted geometry.

```
15
Properties=species:S:1:pos:R:3
C 1.07 0.32 0.36
C 2.24 0.71 0.73
C -1.05 0.80 0.06
C -0.12 -0.36 0.35
C -0.51 -1.73 0.10
N 0.16 0.59 -0.81
O -2.17 0.67 -0.64
H 2.90 1.35 0.15
H 2.67 0.18 1.61
H -0.75 1.70 0.67
H -1.67 -1.63 0.02
H -0.22 -2.45 0.91
H -0.04 -1.99 -0.94
H 0.09 0.30 -1.82
H -2.60 1.54 -0.74
```

Properties
Orbital gap   11.73 eV
HOMO energy   -15.09 eV
Relative energy (zero: lowest compared OMol25 entry of this formula, charge and spin)   3.3558 eV
DFT total energy   -8841.4049 eV
Net charge   +1
Multiplicity   1

Atomic partial charges in e from the natural (NBO) method, atoms 1 to 5: atom 1 (C): 0.13, atom 2 (C): -0.33, atom 3 (C): 0.29, atom 4 (C): 0.10, atom 5 (C): -0.65

=====

# 5
DFT (ωB97M-V/def2-TZVPD) results for C27H23FO5S2 as an isolated structure at a distorted geometry.

```
58
Properties=species:S:1:pos:R:3
C 0.17 2.59 -0.97
O -0.17 1.14 -1.08
C 0.46 0.28 -0.20
S 0.42 -1.47 -1.10
C -1.31 -1.80 -1.50
C -2.06 -2.66 -0.70
C -3.45 -2.64 -0.82
C -4.05 -1.87 -1.82
C -3.27 -1.22 -2.77
C -1.87 -1.20 -2.65
O 1.03 -1.46 -2.42
O 0.97 -2.23 0.01
S 2.50 0.28 -0.44
C 3.35 -0.83 -1.64
C 3.85 -2.03 -1.08
C 4.74 -2.81 -1.81
C 5.20 -2.38 -3.08
C 4.77 -1.14 -3.58
C 3.89 -0.35 -2.85
O 3.07 1.56 -0.85
O 2.86 -0.22 0.87
H -0.20 3.03 -1.90
H -0.24 3.02 -0.07
H 1.27 2.69 -0.93
H -1.54 -3.24 0.07
H -4.06 -3.18 -0.09
H -5.14 -1.76 -1.85
H -3.73 -0.67 -3.59
H -1.27 -0.68 -3.37
H 3.61 -2.28 -0.04
H 5.09 -3.74 -1.36
H 5.90 -2.99 -3.62
H 5.16 -0.77 -4.53
H 3.66 0.66 -3.14
F -1.49 4.72 3.50
C -0.50 3.86 3.09
C 0.77 4.00 3.64
C 1.76 3.09 3.27
C 1.40 2.03 2.42
C 0.09 1.84 1.94
C -0.24 0.52 1.23
C -1.71 0.12 1.42
C -1.84 -1.01 2.24
C -3.14 -1.41 2.60
C -4.25 -0.72 2.13
C -4.09 0.35 1.27
C -2.81 0.77 0.86
C -0.87 2.82 2.21
H 0.98 4.75 4.39
H 2.79 3.13 3.65
H 2.15 1.27 2.16
H 0.38 -0.24 1.74
H -0.95 -1.53 2.65
H -3.22 -2.27 3.28
H -5.25 -1.10 2.35
H -4.96 0.91 0.89
H -2.70 1.62 0.16
H -1.88 2.85 1.80
```

Properties
Orbital gap   9.05 eV
HOMO energy   -9.06 eV
DFT total energy   -62993.0666 eV
Multiplicity   1

Atomic partial charges in e from the natural (NBO) method, atoms 1 to 5: atom 1 (C): -0.28, atom 2 (O): -0.60, atom 3 (C): 0.05, atom 4 (S): 2.08, atom 5 (C): -0.31

=====

# 6
DFT (ωB97M-V/def2-TZVPD) results for a 6-piece molecular cluster, C39H87IN7O14PS overall at a distorted geometry.

```
150
Properties=species:S:1:pos:R:3
N 1.50 1.02 4.88
C 1.57 0.47 3.51
C 1.21 1.65 2.54
O 1.86 1.54 1.24
S 1.54 0.00 0.70
O 1.65 -0.04 -0.75
O -0.09 -0.17 1.00
C -0.37 -0.89 2.22
C -1.81 -0.51 2.76
C -1.90 0.11 4.02
C -3.20 0.42 4.57
C -4.26 0.07 3.69
C -3.96 -0.52 2.44
N -2.78 -0.86 1.89
P -0.54 -2.74 1.66
O -1.68 -3.50 2.67
I -1.37 -2.83 -0.64
C 0.76 -0.89 3.29
H 1.50 0.29 5.58
H 0.72 1.67 4.98
H 2.65 0.24 3.33
H 1.66 2.57 2.98
H 0.13 1.87 2.44
H -1.02 0.37 4.63
H -3.39 0.88 5.55
H -5.31 0.27 3.98
H -4.83 -0.73 1.78
H -1.14 -3.88 3.39
H 1.50 -1.67 2.99
H 0.39 -1.22 4.29
C 7.84 -4.30 -1.44
O 7.29 -3.01 -1.29
C 6.92 -2.40 -2.53
C 5.41 -2.29 -2.65
N 4.79 -3.60 -2.82
C 3.33 -3.60 -2.68
C 2.75 -3.21 -1.32
O 3.02 -4.14 -0.28
C 4.28 -3.98 0.36
H 8.23 -4.61 -0.47
H 7.08 -5.02 -1.75
H 8.67 -4.30 -2.16
H 7.35 -2.92 -3.39
H 7.34 -1.39 -2.52
H 5.16 -1.66 -3.51
H 5.04 -1.79 -1.74
H 5.17 -4.24 -2.13
H 2.99 -4.61 -2.91
H 2.91 -2.94 -3.45
H 1.66 -3.19 -1.42
H 3.04 -2.19 -1.01
H 4.59 -2.94 0.39
H 5.04 -4.59 -0.14
H 4.18 -4.35 1.38
C -2.83 8.32 2.23
O -2.64 7.97 3.59
C -3.78 7.34 4.18
C -3.49 5.88 4.48
N -3.38 5.10 3.26
C -2.86 3.75 3.45
C -1.42 3.62 3.98
O -0.43 4.06 3.07
C -0.17 5.45 3.10
H -1.98 8.92 1.92
H -2.86 7.42 1.60
H -3.74 8.90 2.09
H -4.67 7.46 3.57
H -3.96 7.86 5.13
H -4.30 5.47 5.10
H -2.56 5.84 5.07
H -2.78 5.59 2.61
H -2.90 3.25 2.48
H -3.53 3.20 4.12
H -1.24 2.55 4.12
H -1.29 4.08 4.96
H -0.31 5.88 4.10
H -0.80 5.98 2.38
H 0.87 5.61 2.80
C -5.24 -4.22 3.19
O -6.08 -4.36 4.32
C -6.44 -3.11 4.88
C -7.92 -2.82 4.68
N -8.22 -2.56 3.27
C -9.65 -2.54 2.96
C -10.44 -3.83 3.17
O -10.09 -4.88 2.27
C -8.98 -5.66 2.67
H -4.88 -5.21 2.90
H -5.80 -3.80 2.34
H -4.38 -3.59 3.42
H -5.82 -2.29 4.49
H -6.25 -3.18 5.95
H -8.20 -1.95 5.27
H -8.48 -3.69 5.05
H -7.78 -3.28 2.70
H -9.73 -2.26 1.91
H -10.12 -1.74 3.54
H -11.49 -3.60 2.95
H -10.42 -4.18 4.20
H -8.90 -5.74 3.76
H -8.05 -5.24 2.25
H -9.10 -6.66 2.25
C -2.03 -0.92 -3.47
O -3.00 -1.74 -4.11
C -4.17 -1.95 -3.33
C -5.36 -1.24 -3.95
N -5.24 0.21 -3.84
C -6.20 0.96 -4.64
C -6.14 0.81 -6.16
O -4.97 1.36 -6.75
C -3.84 0.50 -6.75
H -1.12 -0.96 -4.07
H -2.37 0.12 -3.42
H -1.80 -1.29 -2.47
H -4.03 -1.65 -2.29
H -4.37 -3.02 -3.34
H -6.28 -1.56 -3.45
H -5.42 -1.55 -5.00
H -4.31 0.48 -4.13
H -6.05 2.02 -4.40
H -7.21 0.71 -4.30
H -6.98 1.38 -6.58
H -6.29 -0.23 -6.49
H -4.12 -0.55 -6.83
H -3.24 0.67 -5.85
H -3.22 0.77 -7.61
C 10.39 3.24 -6.78
O 11.45 3.10 -5.84
C 11.29 3.92 -4.68
C 11.01 3.06 -3.46
N 9.68 2.47 -3.52
C 9.44 1.44 -2.51
C 10.30 0.17 -2.57
O 10.06 -0.65 -3.71
C 10.77 -0.27 -4.87
H 10.68 2.71 -7.68
H 9.47 2.80 -6.40
H 10.22 4.29 -7.03
H 10.52 4.69 -4.82
H 12.25 4.43 -4.53
H 11.08 3.69 -2.56
H 11.79 2.30 -3.40
H 9.55 2.05 -4.43
H 8.40 1.13 -2.62
H 9.54 1.89 -1.52
H 10.03 -0.44 -1.71
H 11.37 0.38 -2.46
H 11.75 0.17 -4.64
H 10.18 0.42 -5.48
H 10.93 -1.16 -5.47
```

Properties
Orbital gap   8.10 eV
HOMO energy   -8.16 eV
Relative energy (zero: lowest compared OMol25 entry of this formula, charge and spin)   1.8279 eV
DFT total energy   -109165.2053 eV
Multiplicity   1

Atomic partial charges in e from the Löwdin method, atoms 1 to 5: atom 1 (N): 0.04, atom 2 (C): -0.35, atom 3 (C): -0.20, atom 4 (O): -0.29, atom 5 (S): 0.96